DFT (ωB97M-V/def2-TZVPD) results for a structure of composition C31H37BaBrN3O2 in a non-equilibrium geometry.

Structure (ORCA input):
```
! RIJCOSX wB97M-V def2-TZVPD def2/J DEFGRID3
* xyz -1 1
Ba -0.23 -0.72 1.08
C 2.92 0.59 -0.82
C 2.31 1.83 -0.15
C 2.60 3.09 -0.97
C 2.76 1.98 1.30
C 4.10 2.25 1.56
C 4.55 2.38 2.87
C 3.65 2.21 3.91
C 2.31 1.91 3.69
C 1.39 1.77 4.91
C 0.62 3.07 5.18
C 0.44 0.58 4.92
C 1.85 1.82 2.37
N 0.50 1.50 2.06
C -0.33 2.52 1.81
O -0.18 3.74 1.93
C -1.69 2.03 1.28
C -2.89 2.59 1.67
C -4.07 2.02 1.18
C -4.02 0.92 0.33
C -2.79 0.43 -0.05
N -1.65 1.01 0.40
C -2.66 -0.82 -0.96
O -3.71 -1.36 -1.30
N -1.38 -1.14 -1.25
C -1.13 -2.09 -2.29
C -1.61 -1.90 -3.60
C -1.27 -2.83 -4.59
C -0.45 -3.91 -4.33
C 0.07 -4.05 -3.05
C -0.24 -3.15 -2.04
C 0.37 -3.38 -0.65
C -0.41 -4.42 0.14
C 1.87 -3.70 -0.70
C -2.42 -0.68 -3.99
C -1.69 0.13 -5.08
C -3.84 -1.01 -4.43
H 2.45 0.39 -1.78
H 2.83 -0.30 -0.20
H 3.99 0.74 -1.00
H 1.23 1.69 -0.14
H 3.68 3.26 -1.05
H 2.14 3.96 -0.51
H 2.21 2.98 -1.99
H 4.79 2.37 0.73
H 5.59 2.60 3.07
H 4.00 2.29 4.94
H 2.09 1.62 5.74
H 0.01 3.34 4.31
H 1.29 3.91 5.37
H -0.03 2.94 6.05
H -0.43 0.69 4.27
H 0.07 0.43 5.94
H 0.91 -0.36 4.62
H -2.89 3.43 2.35
H -5.03 2.42 1.49
H -4.90 0.41 -0.04
H -1.65 -2.67 -5.59
H -0.20 -4.62 -5.11
H 0.74 -4.88 -2.83
H 0.28 -2.46 -0.10
H -0.31 -5.39 -0.36
H -1.48 -4.18 0.20
H -0.05 -4.52 1.17
H 2.05 -4.71 -1.07
H 2.30 -3.65 0.30
H 2.41 -3.01 -1.34
H -2.47 -0.03 -3.12
H -1.62 -0.43 -6.02
H -0.68 0.39 -4.77
H -2.24 1.05 -5.28
H -3.82 -1.67 -5.30
H -4.37 -0.09 -4.72
H -4.41 -1.49 -3.63
Br -2.10 -1.64 3.04
*
```

Results
E = -112055.562 eV
Frontier orbital gap = 7.4984 eV
E_LUMO = 2.2 eV
Maximum force = 3.0 eV Å⁻¹

Charges in e, computed with Löwdin, in the same order as the atoms:
1. Ba 1.625
2. C -0.066
3. C -0.384
4. C -0.060
5. C -0.139
6. C -0.051
7. C -0.093
8. C -0.051
9. C -0.131
10. C -0.364
11. C -0.054
12. C -0.094
13. C -0.179
14. N -0.140
15. C -0.530
16. O 0.014
17. C -0.202
18. C 0.005
19. C -0.033
20. C -0.001
21. C -0.234
22. N -0.146
23. C -0.541
24. O 0.017
25. N -0.066
26. C -0.154
27. C -0.130
28. C -0.052
29. C -0.092
30. C -0.056
31. C -0.139
32. C -0.434
33. C -0.051
34. C -0.068
35. C -0.376
36. C -0.071
37. C -0.065
38. H 0.082
39. H 0.062
40. H 0.079
41. H 0.101
42. H 0.071
43. H 0.087
44. H 0.078
45. H 0.105
46. H 0.092
47. H 0.104
48. H 0.116
49. H 0.064
50. H 0.078
51. H 0.075
52. H 0.024
53. H 0.078
54. H 0.072
55. H 0.119
56. H 0.106
57. H 0.117
58. H 0.103
59. H 0.092
60. H 0.102
61. H -0.079
62. H 0.083
63. H 0.089
64. H 0.080
65. H 0.073
66. H 0.078
67. H 0.083
68. H 0.112
69. H 0.068
70. H 0.081
71. H 0.073
72. H 0.072
73. H 0.075
74. H 0.068
75. Br -0.379